[1]
This record from the Open Molecules 2025 dataset describes a molecular structure, C53H51GeN6S2Ti in a non-equilibrium geometry. The level of theory is ωB97M-V/def2-TZVPD.

Geometry as XYZ:
```
114
Properties=species:S:1:pos:R:3
Ti -1.2339 -0.6714 0.9145
C -1.8393 -3.4124 2.2177
N -2.5494 -2.1509 1.9519
C -3.6053 -2.4263 0.9505
C -4.1023 -1.1699 0.2961
C -5.1515 -1.2233 -0.6095
C -5.5627 -0.0523 -1.2174
C -4.9685 1.1434 -0.8293
C -3.9562 1.1098 0.1059
N -3.4760 -0.0329 0.6248
C -3.1250 -1.5917 3.1963
C -2.6160 -0.2125 3.5078
C -3.1836 0.4951 4.5530
C -2.6865 1.7454 4.8781
C -1.5998 2.2304 4.1635
C -1.0812 1.4691 3.1417
N -1.5918 0.2712 2.7802
C -0.9910 -3.7230 1.0269
C -0.6682 -5.0162 0.6788
C 0.1127 -5.2364 -0.4475
C 0.5700 -4.1432 -1.1614
C 0.2330 -2.8750 -0.7347
N -0.5741 -2.6450 0.3235
H -2.5399 -4.2257 2.4252
H -1.1934 -3.2931 3.0857
H -4.4463 -2.9477 1.4183
H -3.2111 -3.0900 0.1786
H -5.6367 -2.1667 -0.8243
H -6.3532 -0.0651 -1.9562
H -5.2969 2.0895 -1.2372
H -3.5186 2.0232 0.4788
H -2.8683 -2.2356 4.0396
H -4.2139 -1.5614 3.1412
H -4.0097 0.0636 5.1032
H -3.1268 2.3212 5.6812
H -1.1540 3.1853 4.4032
H -0.2019 1.8072 2.6166
H -1.0249 -5.8422 1.2789
H 0.3530 -6.2436 -0.7613
H 1.1962 -4.2608 -2.0337
H 0.5980 -2.0162 -1.2708
S -1.4280 -0.5651 -1.6598
C -1.3032 0.9796 -2.3471
N -1.4935 1.1752 -3.6282
C -1.5193 2.5312 -4.1810
C -0.5862 3.4400 -3.4240
N -0.8218 3.3250 -1.9819
C -0.6790 4.5619 -1.1977
C 0.7281 5.1143 -1.2466
C 1.7114 4.5818 -0.4172
C 3.0056 5.0748 -0.4644
C 3.3254 6.1032 -1.3404
C 2.3446 6.6493 -2.1546
C 1.0484 6.1556 -2.1095
C -1.0016 2.1337 -1.4561
S -0.8724 1.8516 0.2017
C -1.6514 0.0981 -4.6076
C -0.3839 -0.0516 -5.4286
C 0.8608 -0.0740 -4.8045
C 2.0165 -0.2163 -5.5559
C 1.9345 -0.3427 -6.9362
C 0.6960 -0.3252 -7.5597
C -0.4617 -0.1722 -6.8100
H -2.5465 2.9059 -4.1433
H -1.2102 2.4781 -5.2233
H -0.7516 4.4710 -3.7264
H 0.4578 3.1972 -3.6379
H -0.9762 4.3574 -0.1732
H -1.3692 5.2867 -1.6339
H 1.4527 3.8000 0.2882
H 3.7617 4.6677 0.1943
H 4.3349 6.4900 -1.3763
H 2.5833 7.4690 -2.8188
H 0.2845 6.6096 -2.7319
H -2.4865 0.3575 -5.2605
H -1.8976 -0.8265 -4.0931
H 0.9316 0.0137 -3.7239
H 2.9816 -0.2283 -5.0661
H 2.8360 -0.4525 -7.5236
H 0.6300 -0.4261 -8.6346
H -1.4251 -0.1599 -7.3070
C 2.1256 0.8793 -0.1621
Ge 1.3397 -0.2951 1.2415
C 1.9488 0.5315 2.9466
C 3.0691 1.3581 2.8795
C 3.6193 1.8995 4.0328
C 3.0642 1.6191 5.2715
C 1.9504 0.7952 5.3528
C 1.3949 0.2628 4.1990
C 2.4059 -1.9767 1.0292
C 3.2429 -2.0807 -0.0570
C 4.0223 -3.2305 -0.2821
C 3.9530 -4.2860 0.5812
C 3.1364 -4.2170 1.7343
C 3.0738 -5.2842 2.6607
C 2.3178 -5.1882 3.7965
C 1.5907 -4.0115 4.0583
C 1.6096 -2.9778 3.1619
C 2.3690 -3.0422 1.9722
H 3.2047 0.7297 -0.1844
H 1.9353 1.9256 0.0681
H 1.7254 0.6722 -1.1577
H 3.5303 1.5739 1.9240
H 4.4877 2.5414 3.9586
H 3.4960 2.0377 6.1704
H 1.5185 0.5603 6.3176
H 0.5205 -0.3716 4.2922
H 3.3119 -1.2721 -0.7756
H 4.6744 -3.2687 -1.1454
H 4.5440 -5.1773 0.4065
H 3.6566 -6.1770 2.4678
H 2.2969 -6.0021 4.5089
H 1.0330 -3.9286 4.9844
H 1.0661 -2.0614 3.3705
```

E_LUMO in Ha: -0.33650
ΔE to the lowest compared entry with this formula, charge and spin in kJ/mol: 60.97
Frontier orbital gap in eV: 5.2
Net charge: +3
Maximum force in eV Å⁻¹: 1.78

---

[2]
This record from the Open Molecules 2025 dataset describes a molecular structure, C53H53ClIN2O3P2PbSSi2. The level of theory is ωB97M-V/def2-TZVPD.

Geometry as XYZ:
```
119
Properties=species:S:1:pos:R:3
Pb -0.7692 -1.9681 -0.0509
Cl 5.2584 -6.4479 -1.4843
C 4.2333 -5.0526 -1.2208
C 4.7247 -3.8050 -1.4696
C 3.9292 -2.6699 -1.2645
I 4.7891 -0.7967 -1.5923
C 2.5959 -2.7166 -0.8228
O 1.8614 -1.6978 -0.6416
C 2.1018 -4.0691 -0.5553
N 0.8282 -4.1760 -0.0792
C 0.3627 -5.3499 0.2733
C 1.1007 -6.5370 0.1298
C 2.3606 -6.4684 -0.3855
C 2.9141 -5.2162 -0.7341
H 5.7416 -3.6940 -1.8225
H -0.6339 -5.3607 0.7024
H 0.6642 -7.4810 0.4294
H 2.9575 -7.3605 -0.5178
C -4.9547 1.3173 0.1805
Si -3.9730 -0.2116 0.6634
C -5.0044 -1.1243 1.9411
C -2.5129 0.4996 1.6417
C -3.3724 -1.2744 -0.7182
C -3.5640 -2.7271 -0.6681
C -4.7621 -3.4091 -0.3484
C -4.8553 -4.7689 -0.5045
C -3.7581 -5.4990 -0.9761
C -2.5991 -4.8077 -1.2184
N -2.4922 -3.4789 -1.0492
Si -3.3559 -0.8133 -2.4991
C -1.6405 -0.7782 -3.2525
C -4.1200 0.8458 -2.9263
C -4.3196 -2.0791 -3.5074
H -5.2802 1.8209 1.0974
H -5.8386 1.1019 -0.4236
H -4.3240 2.0200 -0.3734
H -4.9897 -0.5463 2.8710
H -4.5750 -2.1057 2.1566
H -6.0502 -1.2537 1.6431
H -2.7723 1.4693 2.0825
H -1.6405 0.6673 0.9970
H -2.2188 -0.1739 2.4531
H -5.6163 -2.8285 -0.0317
H -5.7890 -5.2745 -0.2864
H -3.8085 -6.5675 -1.1358
H -1.7031 -5.3164 -1.5553
H -0.9916 -0.0991 -2.6881
H -1.6585 -0.4352 -4.2929
H -1.1692 -1.7690 -3.2331
H -3.5976 1.6829 -2.4545
H -5.1712 0.8972 -2.6367
H -4.0571 0.9784 -4.0122
H -3.8795 -3.0781 -3.4297
H -4.3234 -1.7947 -4.5646
H -5.3587 -2.1494 -3.1688
O 0.9107 -1.9099 8.2793
C 1.3273 -1.4706 7.0605
O 2.2681 -0.7274 7.0056
C 0.5572 -1.9484 5.8778
C -0.3626 -2.9964 5.9219
C -1.0560 -3.3864 4.7917
C -0.8689 -2.7331 3.5636
S -1.8036 -3.2300 2.1727
C 0.0711 -1.6908 3.5286
C 0.7703 -1.3128 4.6588
H 0.0988 -2.4193 8.1741
H -0.5331 -3.5605 6.8347
H -1.7571 -4.2101 4.8379
H 0.2519 -1.1696 2.5963
H 1.4949 -0.5091 4.6200
C 2.0594 1.7267 0.0037
P 0.5589 1.3343 -0.9890
C 1.2123 1.4769 -2.6957
C 1.6878 0.2981 -3.2700
C 2.2608 0.3123 -4.5351
C 2.3479 1.5003 -5.2466
C 1.8709 2.6794 -4.6851
C 1.3135 2.6680 -3.4148
C -0.5594 2.7807 -0.8290
C -1.3631 3.2161 -1.8839
C -2.3487 4.1758 -1.6838
C -2.5564 4.7141 -0.4221
C -1.7807 4.2718 0.6427
C -0.8010 3.3117 0.4405
P 3.3669 2.8594 -0.6243
C 2.5668 4.5062 -0.4678
C 2.0023 4.9802 0.7167
C 1.4103 6.2318 0.7693
C 1.3739 7.0334 -0.3679
C 1.9369 6.5787 -1.5512
C 2.5308 5.3203 -1.5963
C 4.4843 2.8736 0.8480
C 5.2006 4.0261 1.1813
C 6.1128 4.0251 2.2266
C 6.3330 2.8675 2.9629
C 5.6416 1.7113 2.6344
C 4.7300 1.7129 1.5854
H 2.5440 0.7437 0.0438
H 1.7665 1.9730 1.0283
H 1.6223 -0.6270 -2.7040
H 2.6425 -0.6080 -4.9602
H 2.7900 1.5113 -6.2357
H 1.9431 3.6118 -5.2330
H 0.9631 3.5972 -2.9777
H -1.2378 2.7879 -2.8723
H -2.9611 4.4940 -2.5193
H -3.3267 5.4590 -0.2657
H -1.9473 4.6659 1.6381
H -0.2290 2.9595 1.2920
H 2.0312 4.3638 1.6092
H 0.9694 6.5820 1.6952
H 0.9034 8.0084 -0.3287
H 1.9115 7.1977 -2.4398
H 2.9734 4.9599 -2.5194
H 5.0408 4.9401 0.6202
H 6.6505 4.9343 2.4690
H 7.0376 2.8675 3.7852
H 5.8082 0.7992 3.1947
H 4.2191 0.7911 1.3413
```

E_LUMO in Ha: 0.08285
ΔE to the lowest compared entry with this formula, charge and spin in kJ/mol: 0.00
Frontier orbital gap in eV: 6.8
Net charge: -1
Maximum force in eV Å⁻¹: 0.62